1.
14
Properties=species:S:1:pos:R:3:forces:R:3 method="wB97M-V/def2-TZVPD" total_charge=0 homo_energy_ev="-8.02 / -7.05" de_lowest_kj_mol=240.5
C -1.52087 1.03122 -0.47077 0.2643 0.3596 -0.1481
C -2.29844 0.11347 0.03685 0.3396 -0.7972 0.3294
C -0.01931 0.96314 -0.44746 0.2087 -0.2891 0.2977
C 0.56424 -0.01850 0.60585 -0.0024 0.1505 -0.5801
C 0.07545 -1.39789 0.47560 -1.4248 0.6029 -0.2387
O 0.26549 -2.04381 -0.68970 0.2553 0.1878 0.0994
I -4.36845 -0.06060 0.02087 0.3801 0.0605 -0.0089
H -1.88104 1.92611 -0.97873 -0.3112 -0.0736 0.0248
H 0.32833 0.66371 -1.44050 0.0630 0.0784 0.0043
H 0.38682 1.95555 -0.23923 0.0413 0.0099 -0.0992
H 1.64937 0.01026 0.45695 0.1266 -0.0161 0.1303
H 0.32999 0.33443 1.60925 0.0317 -0.0281 -0.0035
H -0.33199 -1.92923 1.31633 0.0112 -0.2779 0.0870
H -0.19506 -2.88961 -0.69758 0.0165 0.0323 0.1057

---

2.
20
Properties=species:S:1:pos:R:3:forces:R:3 method="wB97M-V/def2-TZVPD" total_charge=0 smiles=CSCCCN.O homo_energy_ev=-8.09 de_lowest_kj_mol=156.8
C 0.03575 1.99101 -0.07314 -2.7783 -1.5243 2.7922
C -1.09510 0.78091 0.03426 3.0072 0.2586 -1.5550
C -0.85111 -0.18701 -1.20207 -0.8124 0.3608 0.7259
S -1.72286 -1.78476 -1.17015 -0.5279 1.5399 0.0180
C -0.88488 -2.35979 0.28190 -0.5047 -2.5670 -0.6761
N 1.40896 1.57100 0.26161 -0.3079 -2.7151 -4.0718
H -0.32454 2.69512 0.70939 0.6639 -0.4083 -0.0411
H -0.34675 2.50285 -0.92820 1.2161 0.3601 -1.5391
H -2.03141 1.27660 -0.05542 -0.9169 0.2968 -0.2968
H -1.10487 0.28607 1.00041 0.3906 -0.0665 0.0274
H 0.18412 -0.34486 -1.48221 0.4659 -0.1532 0.6699
H -1.23465 0.28407 -2.07657 -0.5430 0.6825 -0.7059
H 0.03700 -2.69866 -0.18373 0.3706 -0.3040 0.9789
H -0.68222 -1.63177 1.05020 -0.3109 -0.0529 0.2022
H -1.52211 -3.25688 0.58834 1.1865 1.1959 0.1818
H 2.03363 1.29089 -0.59543 -2.0932 0.2494 1.6824
H 1.95356 2.28462 0.57845 1.3039 2.7763 1.6072
H 1.47771 -0.31341 1.05866 1.0164 -1.3627 -0.0596
H 2.80289 -1.14000 1.11210 0.9978 0.2773 0.0682
O 1.86687 -1.24600 1.09160 -1.8236 1.1563 -0.0087

---

3.
11
Properties=species:S:1:pos:R:3:forces:R:3 method="wB97M-V/def2-TZVPD" total_charge=0 homo_energy_ev=-8.62 de_lowest_kj_mol=881.1
C -0.92478 -0.07078 1.54234 0.9069 1.0155 1.4463
O 2.24983 0.16996 -2.23163 1.1453 1.0257 -1.5771
O 0.51713 -1.18654 -0.75258 1.0325 -0.8474 -0.3893
O 1.68638 1.58229 -2.30340 0.1076 -0.4719 -0.1054
Si -0.58063 -0.26749 -0.27635 0.6558 0.1839 2.0390
H -1.12051 1.01102 1.93994 0.5783 -1.8633 -0.9780
H -1.77302 -0.63784 1.88894 -0.5683 -0.2992 -0.0799
H -0.04297 -0.55249 2.11233 -1.1605 0.9772 -1.0025
H 2.32989 -0.19887 -3.17115 -0.8301 0.5655 2.0206
H 1.57046 -0.18947 -1.62509 -0.5072 -1.6099 -0.2280
H -1.06891 0.56666 -1.26185 -1.3601 1.3239 -1.1456

---

4.
11
Properties=species:S:1:pos:R:3:forces:R:3 method="wB97M-V/def2-TZVPD" total_charge=0 smiles="S=C1C=NCC1" homo_energy_ev="-8.70 / -8.70" de_lowest_kj_mol=125.5
C 1.01176 1.61347 -0.07729 -1.8487 -1.0704 0.0995
C 1.63059 0.26608 0.06004 1.5560 -0.6043 0.5798
C 0.51153 -0.75085 0.04241 0.0013 0.8438 0.0053
C -0.72646 0.17450 -0.04266 0.8351 -1.7225 -2.1037
N -0.26881 1.52956 -0.05865 0.2191 0.6684 -0.8795
S 3.18655 -0.21217 0.20499 -0.4929 0.8450 -0.1098
H 1.35414 2.61928 -0.19422 1.2242 0.1279 0.2009
H 0.69508 -1.17943 -0.97632 -0.4217 -0.5727 1.1547
H 0.51013 -1.46068 0.91819 0.2614 0.5841 -1.2886
H -1.20153 -0.19960 -0.99946 -0.0734 1.3771 0.8059
H -1.44671 0.09295 0.70020 -1.2605 -0.4764 1.5355

---

5.
5
Properties=species:S:1:pos:R:3:forces:R:3 method="wB97M-V/def2-TZVPD" total_charge=0 smiles=FSP(F)Br homo_energy_ev="-9.80 / -9.80" de_lowest_kj_mol=278.3
F -0.78745 -1.82637 0.37733 0.7587 0.2503 -1.0206
F 2.81266 1.05847 0.10202 -3.1699 -0.9852 -0.7458
P -0.77917 -0.66210 -0.75070 1.4012 -0.6626 1.2413
S 1.00682 1.00277 -0.10168 1.1443 0.3126 0.6716
Br -2.25285 0.42722 0.37302 -0.1344 1.0849 -0.1466

---

6.
81
Properties=species:S:1:pos:R:3:forces:R:3 method="wB97M-V/def2-TZVPD" total_charge=0 s2=15.7756 homo_energy_ev="-5.07 / -5.24" multiplicity=8
Eu -0.05125 -0.02322 0.18628 1.2314 -2.1246 2.0050
C 1.90405 -3.35670 -6.87769 0.3148 -0.0907 0.5620
C 2.94134 -2.80072 -6.23605 -0.3698 -0.4617 -0.1090
C 3.80308 -1.63599 -6.62754 0.0684 0.3172 -0.0764
C 3.24425 -0.67756 -7.70537 0.5070 -0.0555 -0.0327
C 1.93842 -0.04627 -7.31389 -0.6059 0.1459 0.1306
C 0.69694 -0.53324 -7.44912 0.3730 0.4629 0.0757
C 0.22986 -1.83028 -8.03915 -0.0443 -0.4200 -0.0303
C 1.28072 -2.95737 -8.18532 -0.2977 0.0375 -0.3683
C -1.35696 1.39647 1.00409 -3.1496 3.8075 1.1753
H 1.41878 -4.20975 -6.38298 0.2199 0.3524 -0.1241
H 3.23461 -3.26342 -5.28705 -0.1362 0.0830 -0.2370
H 4.79122 -2.00063 -6.95504 -0.2292 0.0443 0.0813
H 3.99862 -1.05050 -5.71339 -0.0272 -0.0913 -0.2016
H 3.99105 0.12566 -7.84221 -0.2959 -0.3058 0.0141
H 3.17938 -1.19567 -8.66786 0.0162 0.1951 0.2414
H 2.03214 0.93958 -6.83802 -0.0849 -0.3440 -0.1562
H -0.12124 0.10501 -7.09822 0.2370 -0.1265 -0.0648
H -0.22886 -1.64583 -9.02499 0.1095 0.0177 0.2181
H -0.58984 -2.20576 -7.40420 0.1860 0.0813 -0.1389
H 0.75754 -3.83642 -8.60329 0.2254 0.3350 0.1408
H 2.03267 -2.67209 -8.92832 -0.1964 -0.1361 0.1834
H -2.25551 0.84376 1.27934 -0.3105 0.1187 0.2163
H -1.56711 2.20826 0.32542 -0.5645 0.8374 0.2414
H -0.81868 1.74188 1.89130 -0.1073 0.1677 0.1660
P 1.50753 -1.51462 -1.16857 -0.1292 -0.4893 -0.7266
P -0.08371 1.19037 -2.12654 -0.0676 -0.2096 0.2718
C 1.74127 -0.77176 -2.75847 0.1283 0.8838 -1.5183
C 1.10236 0.36394 -3.14613 1.1138 -1.0651 -0.8418
C 3.09818 -1.72049 -0.42574 0.8705 -0.4819 -0.2640
C 4.18693 -1.94913 -1.26606 0.5825 0.0056 0.5930
C 5.45124 -2.12209 -0.71101 0.2456 0.0047 -0.0182
C 5.62767 -2.07574 0.67401 -0.3211 0.0320 -0.0758
C 4.52704 -1.85201 1.50942 0.2390 -0.0255 0.0059
C 3.26018 -1.67059 0.96793 0.0669 -0.0027 -0.3735
C 0.76332 -3.11550 -1.44448 0.3332 -0.5422 -0.3444
C -0.59188 -3.25085 -1.79208 0.4506 -0.1918 0.1464
C -1.12387 -4.52574 -1.95364 0.0132 -0.0740 -0.0471
C -0.32234 -5.65747 -1.76638 0.1263 0.3105 0.0257
C 1.01932 -5.50328 -1.41329 -0.1104 -0.2925 -0.0239
C 1.56809 -4.23713 -1.25608 -0.4793 -0.3145 -0.0782
C 0.33313 2.91122 -2.04746 0.0469 0.7214 -0.7478
C 1.38937 3.40007 -1.25602 -0.4839 -0.0011 -0.3385
C 1.63595 4.76698 -1.23068 0.0043 0.1615 -0.0434
C 0.84030 5.64610 -1.97584 -0.0324 -0.3139 -0.0068
C -0.20936 5.14441 -2.74675 0.0162 0.3970 0.0328
C -0.46623 3.78181 -2.78905 0.3562 0.4317 0.2979
C -1.65437 0.99726 -2.94288 -0.2525 0.2822 -0.7326
C -2.85070 0.98953 -2.20690 0.2980 -0.0334 -0.3254
C -4.05880 0.84434 -2.87998 -0.1420 -0.0198 -0.1506
C -4.08097 0.70801 -4.27202 0.2782 0.0456 0.1499
C -2.88240 0.72156 -4.99228 -0.2004 -0.0747 -0.1556
C -1.66732 0.86959 -4.33335 -0.6653 -0.1064 0.0235
H 2.42318 -1.29873 -3.42241 -0.0736 0.3783 -0.5442
H 1.24994 0.79984 -4.13200 0.5037 -0.3402 -0.1723
H 4.04766 -1.99639 -2.34198 0.1214 -0.0369 0.1613
H 6.30623 -2.29990 -1.36463 -0.1809 0.0376 0.1993
H 6.61857 -2.21701 1.10339 -0.2312 0.0348 -0.1029
H 4.66171 -1.82116 2.59134 -0.0289 -0.0085 -0.2885
H 2.38840 -1.50352 1.60446 0.2239 -0.1287 -0.1414
H -1.22191 -2.36903 -1.92364 0.1297 -0.1668 -0.0267
H -2.17329 -4.64030 -2.22566 0.2548 0.0156 0.0866
H -0.74391 -6.65353 -1.89323 0.0855 0.2390 0.0463
H 1.64856 -6.37934 -1.25968 -0.1785 0.1483 -0.0422
H 2.61076 -4.11493 -0.97606 -0.1835 -0.1190 -0.0497
H 1.99870 2.71647 -0.66459 -0.0697 0.1209 -0.1372
H 2.45338 5.15669 -0.62417 -0.2054 -0.0834 -0.1383
H 1.03782 6.71685 -1.95176 -0.0414 -0.2596 0.0121
H -0.83752 5.82142 -3.32412 0.1654 -0.0749 0.1356
H -1.28649 3.38778 -3.38143 0.1375 0.1682 0.0432
H -2.81294 1.10896 -1.12456 -0.0806 -0.0064 -0.2097
H -4.99242 0.84116 -2.31675 0.2340 -0.0107 -0.1551
H -5.03002 0.59643 -4.79482 0.2252 0.0210 0.1278
H -2.89730 0.62080 -6.07849 -0.0430 0.0197 0.2644
H -0.73571 0.88778 -4.89214 -0.2097 -0.0182 0.0195
C -0.09487 -0.81830 3.37648 -0.2026 -1.2353 1.7256
C -0.12602 -1.45562 2.04477 0.5460 0.4063 -0.7836
O -0.22212 -2.65294 1.82487 -0.2749 -1.3645 0.8884
H 0.84358 -0.26039 3.48711 -0.1919 0.0859 0.0045
H -0.14723 -1.61228 4.13688 0.0286 0.2109 0.4501
H -0.94970 -0.14519 3.48848 0.1861 0.0816 -0.0193

---

| no. | E_tot (eV) |
| --- | --- |
| 1 | -15442.3857 |
| 2 | -18730.3864 |
| 3 | -15149.5837 |
| 4 | -16552.7646 |
| 5 | -95600.3740 |
| 6 | -78962.4784 |